# 1
# C5H4N2O2

A single C5H4N2O2 molecule (the ωB97M-V functional and the def2-TZVPD basis, OMol25).

Output
**HOMO**: -8.705 eV
**DFT total energy**: -452.754105 Eh
**Frontier orbital gap**: 9.117 eV
**SMILES**: C#Cc1cnn(O)c1O
**Net charge**: 0

Each line ends with the Löwdin charge.
Geometry (Å):
C 3.1706 0.1583 -0.1296  0.13
C 1.9431 0.0065 0.0210  -0.10
C 0.5859 -0.2826 0.0451  -0.19
C -0.1118 -1.4968 -0.0310  -0.11
N -1.4424 -1.4441 -0.1057  0.11
N -1.6502 -0.1340 -0.0801  -0.21
O -2.9621 0.1912 -0.1645  0.09
C -0.5623 0.5808 -0.0224  -0.22
O -0.6520 1.9852 -0.1047  0.08
H 4.2029 -0.0720 -0.2638  0.02
H 0.3911 -2.4725 -0.0168  0.12
H -3.1102 0.5668 0.7484  0.15
H 0.1974 2.4133 0.1042  0.12



# 2
# C5H4N2O3S

A molecular structure, C5H4N2O3S (the ωB97M-V functional and the def2-TZVPD basis, OMol25).

Output
**HOMO**: -10.366 eV
**DFT total energy**: -926.160818 Eh
**Frontier orbital gap**: 10.428 eV
**Net charge**: 0

Each line ends with the Löwdin charge.
Geometry (Å):
C 1.7346 0.9026 0.1335  -0.04
C 2.3420 -0.3178 -0.2102  -0.06
C 0.4205 1.0125 0.6209  -0.02
C 1.5555 -1.4073 -0.1778  -0.10
C -0.2221 -0.1887 0.5126  -0.22
N 0.2274 -1.2976 0.1106  0.14
N -2.0210 -0.3812 0.9972  -0.04
O -4.0412 0.8346 -0.0710  -0.22
O -1.8849 0.8819 -1.1405  -0.25
O -2.6488 -1.2813 -0.0515  -0.17
S -2.7676 0.2768 -0.2349  0.51
H 2.1850 1.8498 -0.0196  0.10
H 3.4422 -0.4471 -0.4735  0.14
H -0.2338 1.9119 0.4730  0.14
H 1.9124 -2.3493 -0.4687  0.10



# 3
# C5H4N3S

A molecular structure, C5H4N3S (the ωB97M-V functional and the def2-TZVPD basis, OMol25).

Output
**HOMO (spin up / spin down)**: -14.267 / -14.243 eV
**DFT total energy**: -754.842319 Eh
**Frontier orbital gap (spin up / spin down)**: 6.305 / 6.806 eV
**Net charge**: +1

Each line ends with the Löwdin charge.
Geometry (Å):
C 3.8687 -1.3032 -0.1161  0.11
C 3.2021 -0.0324 -0.0234  -0.38
C 1.8131 -0.3224 0.0929  0.04
C 0.9519 0.7625 0.0214  -0.33
C -0.5309 0.9968 0.0543  0.00
N 1.7849 1.8307 0.0094  -0.28
N 3.0951 -2.1833 0.1267  0.04
N 1.8207 -2.1934 0.0832  0.17
S 3.3679 1.7398 -0.0494  1.15
H -0.6722 2.0861 0.3090  0.12
H -0.8575 0.9314 -0.9443  0.07
H -1.2393 0.3589 0.6306  0.11
H 1.3651 -2.9737 0.6222  0.18



# 4
# C5H4N9O2OsS

A molecular structure, C5H4N9O2OsS (the ωB97M-V functional and the def2-TZVPD basis, OMol25).

Output
**HOMO (spin up / spin down)**: -9.320 / -9.352 eV
**DFT total energy**: -1325.018337 Eh
**Frontier orbital gap (spin up / spin down)**: 8.026 / 6.203 eV
**Multiplicity**: 2
**Net charge**: 0
**<S²>**: 0.756

Each line ends with the Löwdin spin population.
Geometry (Å):
Os 0.3466 -0.2859 0.1252  0.76
N -2.1055 0.6834 -2.0044  0.03
C -0.8187 0.7310 -2.4753  0.01
N -0.4502 1.1879 -3.6449  0.00
N 0.8906 1.0010 -3.6793  0.01
N 1.3200 0.4614 -2.6065  0.00
N 0.2460 0.2808 -1.7843  0.02
C -2.4679 -0.1168 -0.9578  0.02
N -3.6842 -0.5093 -0.6807  0.00
N -3.5454 -1.3338 0.3882  0.03
N -2.3297 -1.4454 0.7474  -0.01
N -1.5845 -0.6599 -0.0882  0.05
H -2.8355 0.9433 -2.6502  0.00
C 2.4918 0.8576 3.2679  0.00
C 1.6853 0.3959 2.1125  0.01
O 0.6079 -0.2600 2.2372  0.00
O 2.0359 0.6459 0.9037  0.03
H 2.0186 0.5687 4.2009  0.00
H 2.6012 1.9404 3.2129  0.00
H 3.4886 0.4228 3.1964  0.00
S 1.2540 -3.4868 0.0754  0.02
C 0.8351 -2.0219 0.1041  0.00



The following strongest force on any atom values (in eV/Å) correspond, in order, to the records above: 4.998, 4.254, 3.385, 0.331.
The following ΔE to the lowest compared entry with this formula, charge and spin values (in kcal per mole) correspond, in order, to the records above: 115.56, 3.11, 72.80, 0.00.